ORCA calculation (ωB97M-V with the def2-TZVPD basis set) on a molecular structure, C24H25AsAuN9OS at a distorted geometry.

```
62
Properties=species:S:1:pos:R:3:lowdin_charge:R:1
Au 0.1856 1.0085 -1.0857 0.797
N 2.4648 2.9793 0.8772 0.127
C 1.1357 3.1151 1.1290 -0.455
N 0.5989 3.8956 2.0634 0.039
N -0.6915 3.6787 1.9788 -0.091
N -0.9728 2.8488 1.0493 -0.087
N 0.1594 2.4416 0.4828 -0.120
C 2.9684 1.8139 0.3857 -0.487
N 4.0399 1.6860 -0.4009 0.035
N 4.0937 0.4085 -0.6770 -0.097
N 3.1513 -0.2418 -0.0929 -0.107
N 2.3961 0.6099 0.5902 -0.102
H 3.0918 3.7228 1.1398 0.149
S 0.0167 -0.6626 -2.7462 0.612
C 0.4692 -2.1513 -1.9567 -0.693
C 0.6767 -3.2586 -2.7863 -0.121
C 1.0341 -4.4796 -2.2566 -0.068
C 1.2161 -4.6132 -0.8861 -0.072
C 1.0152 -3.5228 -0.0593 -0.086
C 0.6120 -2.2921 -0.5666 -0.388
As 0.2316 -0.8495 0.6445 1.385
C -1.6961 -0.8603 0.7977 -0.391
C -2.5382 -1.5065 -0.0968 -0.097
C -3.9103 -1.3634 0.0234 -0.072
C -4.4425 -0.5604 1.0179 -0.071
C -3.6053 0.1047 1.9010 -0.063
C -2.2364 -0.0428 1.7878 -0.133
C 0.7329 -1.6113 2.3677 -0.335
C 2.0459 -1.5193 2.8077 -0.090
C 2.4330 -2.1414 3.9828 -0.058
C 1.5082 -2.8589 4.7219 -0.069
C 0.1955 -2.9508 4.2896 -0.068
C -0.1980 -2.3275 3.1171 -0.091
H 0.5540 -3.1266 -3.8511 0.100
H 1.1855 -5.3227 -2.9126 0.109
H 1.5090 -5.5634 -0.4657 0.105
H 1.1711 -3.6246 1.0094 0.099
H -2.1183 -2.1418 -0.8696 0.101
H -4.5670 -1.8852 -0.6576 0.108
H -5.5135 -0.4513 1.1070 0.106
H -4.0203 0.7356 2.6727 0.112
H -1.5635 0.4687 2.4728 0.104
H 2.7543 -0.9629 2.2099 0.075
H 3.4558 -2.0690 4.3220 0.111
H 1.8126 -3.3464 5.6353 0.108
H -0.5198 -3.5152 4.8698 0.109
H -1.2245 -2.4162 2.7752 0.107
C 1.8068 3.1209 -3.1760 -0.071
C 0.3623 3.5134 -3.4245 -0.265
O -0.4972 2.8819 -2.4906 -0.291
C -1.8807 3.0802 -2.7393 -0.258
C -2.7140 2.2226 -1.8018 -0.089
H 2.4423 3.6274 -3.8987 0.086
H 1.9270 2.0456 -3.2902 0.058
H 2.1222 3.4054 -2.1769 0.064
H 0.0807 3.2136 -4.4437 0.124
H 0.2451 4.6026 -3.3312 0.130
H -2.1057 2.8216 -3.7855 0.125
H -2.1159 4.1432 -2.5825 0.131
H -2.5424 1.1649 -1.9962 0.045
H -3.7661 2.4459 -1.9597 0.084
H -2.4618 2.4325 -0.7647 0.039
```

Properties
HOMO-LUMO gap (hartree): 0.1841
Total energy (Ha): -4267.10852
Energy relative to the best compared isomer or geometry (same formula, charge and spin) (kJ/mol): 240.90
Highest occupied orbital energy (eV): -7.866